Entry from OMol25: an isolated molecule of C17H15NO4S (the ωB97M-V functional and the def2-TZVPD basis).

Summary:
HOMO-LUMO gap in eV: 6.7
Energy in Ha: -1410.6900
2S+1: 1
SMILES: CCOc1ccc(/C=C2\N=C(c3cccs3)OC2=O)cc1OC
Charge: 0
ΔE to the lowest compared entry with this formula, charge and spin in kcal per mole: 16.5

Element x y z (Å)
S  4.754  -1.275  -1.758
O  -4.836  0.469  2.033
O  -2.678  -1.407  1.601
O  3.008  1.140  -1.675
O  2.260  3.269  -1.953
N  1.250  0.219  -0.621
C  2.766  -2.386  -0.546
C  -2.577  -0.104  1.184
C  -1.594  -2.272  1.358
C  3.165  -1.180  -1.075
C  3.741  -3.382  -0.694
C  -2.450  2.574  0.367
C  4.861  -2.929  -1.326
C  -1.366  1.724  0.121
C  -6.541  -0.760  3.114
C  -1.458  0.389  0.542
C  -3.668  0.763  1.426
C  2.082  2.154  -1.551
C  0.932  1.540  -0.859
C  -3.567  2.094  1.005
C  -0.203  2.219  -0.543
C  -5.142  -0.828  2.522
C  2.435  0.041  -1.101
H  1.809  -2.523  -0.078
H  -6.571  -0.029  3.917
H  -1.896  -3.234  1.768
H  -0.686  -1.928  1.864
H  -4.413  2.733  1.203
H  -1.397  -2.377  0.287
H  -7.255  -0.463  2.350
H  -0.611  -0.243  0.341
H  3.622  -4.393  -0.347
H  -2.407  3.606  0.055
H  5.750  -3.479  -1.565
H  -6.823  -1.733  3.506
H  -4.417  -1.123  3.288
H  -0.209  3.260  -0.839
H  -5.107  -1.558  1.707